Below is a molecular structure, C33H65Li5O15P at a distorted geometry, with properties calculated with ωB97M-V/def2-TZVPD.

Element x y z (Å)
Li: -8.799 -4.876 1.407
Li: -6.799 -4.613 -3.061
Li: -6.147 -3.893 0.319
Li: -7.165 -6.933 -0.931
Li: -9.575 -6.009 -2.300
P: -8.075 -4.646 -0.876
O: -6.572 -4.994 -1.136
O: -8.619 -4.358 -2.261
O: -8.063 -3.588 0.257
O: -8.725 -5.928 -0.332
O: -7.240 -8.424 -4.561
C: -7.481 -7.315 -3.833
O: -7.046 -6.212 -4.238
O: -8.134 -7.465 -2.765
H: -6.882 -8.131 -5.406
C: -6.563 -2.001 -6.333
C: -7.796 -1.486 -5.588
C: -7.436 -1.712 -4.122
O: -6.480 -2.790 -4.100
C: -6.102 -3.154 -5.439
H: -5.802 -1.220 -6.377
H: -6.781 -2.347 -7.341
H: -8.706 -2.018 -5.869
H: -7.990 -0.435 -5.802
H: -8.290 -1.979 -3.501
H: -6.932 -0.830 -3.716
H: -6.598 -4.085 -5.731
H: -5.023 -3.300 -5.464
C: -10.785 -5.554 -6.725
C: -11.115 -4.254 -5.986
C: -10.154 -4.332 -4.814
O: -10.228 -5.715 -4.405
C: -10.380 -6.512 -5.579
H: -9.954 -5.402 -7.413
H: -11.638 -5.913 -7.299
H: -12.128 -4.248 -5.585
H: -10.926 -3.358 -6.578
H: -10.433 -3.723 -3.965
H: -9.115 -4.141 -5.106
H: -11.140 -7.270 -5.397
H: -9.421 -6.982 -5.814
C: -11.202 -1.445 -0.690
C: -12.159 -0.375 -1.225
C: -13.238 -1.245 -1.854
O: -12.554 -2.353 -2.426
C: -11.294 -2.506 -1.797
H: -11.574 -1.820 0.267
H: -10.181 -1.096 -0.548
H: -11.659 0.247 -1.972
H: -12.493 0.291 -0.431
H: -13.807 -0.716 -2.617
H: -13.950 -1.576 -1.087
H: -10.491 -2.269 -2.504
H: -11.093 -3.511 -1.422
C: -7.802 -10.894 0.471
C: -7.489 -10.351 1.869
C: -7.379 -8.831 1.639
O: -7.790 -8.594 0.292
C: -8.542 -9.735 -0.147
H: -8.348 -11.834 0.496
H: -6.879 -11.042 -0.092
H: -6.631 -10.824 2.342
H: -8.320 -10.547 2.552
H: -6.366 -8.443 1.763
H: -8.034 -8.298 2.339
H: -8.558 -9.730 -1.236
H: -9.580 -9.628 0.189
C: -7.358 -1.505 4.496
C: -6.880 -1.932 3.084
C: -5.987 -0.751 2.652
O: -6.174 0.281 3.591
C: -6.430 -0.354 4.835
H: -7.330 -2.297 5.241
H: -8.381 -1.137 4.409
H: -7.710 -2.026 2.384
H: -6.324 -2.872 3.126
H: -6.201 -0.351 1.658
H: -4.932 -1.067 2.575
H: -6.846 0.379 5.522
H: -5.474 -0.698 5.253
C: -3.862 -4.924 -3.083
C: -3.472 -5.494 -4.450
C: -2.381 -6.470 -4.070
O: -1.673 -5.839 -3.006
C: -2.492 -4.857 -2.383
H: -4.491 -5.611 -2.514
H: -4.360 -3.957 -3.174
H: -3.098 -4.677 -5.074
H: -4.336 -5.910 -4.970
H: -1.689 -6.638 -4.895
H: -2.788 -7.431 -3.740
H: -2.017 -3.885 -2.557
H: -2.567 -5.064 -1.314
C: -13.682 -6.332 -1.023
C: -13.093 -7.705 -0.692
C: -11.610 -7.366 -0.651
O: -11.439 -6.300 -1.607
C: -12.721 -5.848 -2.075
H: -13.631 -5.685 -0.140
H: -14.729 -6.341 -1.323
H: -13.312 -8.436 -1.470
H: -13.472 -8.066 0.264
H: -10.979 -8.193 -0.973
H: -11.302 -6.996 0.329
H: -12.926 -6.358 -3.024
H: -12.734 -4.774 -2.245
C: -3.511 -0.535 -0.458
C: -4.895 -0.151 -1.013
C: -5.700 -1.448 -0.973
O: -5.003 -2.332 -0.065
C: -3.607 -2.030 -0.151
H: -3.314 -0.002 0.473
H: -2.674 -0.301 -1.113
H: -4.849 0.220 -2.037
H: -5.345 0.643 -0.419
H: -5.687 -1.937 -1.952
H: -6.731 -1.330 -0.648
H: -3.130 -2.665 -0.903
H: -3.152 -2.291 0.805

Properties
- energy above the lowest of the compared OMol25 structures with the same formula, charge and spin (kcal/mol) = 13.2
- charge = +1
- HOMO (eV) = -11.419
- gap between HOMO and LUMO (hartree) = 0.308
- F_max (eV/A) = 1.388

Below is 14 unconnected molecules or ions with the total composition C33H65N15O28 at a distorted geometry, with properties calculated with ωB97M-V/def2-TZVPD.

Element x y z (Å)
C: 4.092 3.144 -1.027
C: 2.626 2.887 -1.181
O: 1.808 3.758 -1.134
O: 2.278 1.579 -1.323
C: 2.058 1.179 -2.698
C: 0.617 1.362 -3.130
C: -0.244 0.241 -2.500
C: -0.870 0.733 -1.211
C: -1.752 -0.303 -0.507
C: -1.754 -0.228 1.012
C: -2.375 1.057 1.588
C: -2.710 0.804 2.995
N: -2.909 0.691 4.119
C: -1.409 2.261 1.576
C: -0.220 1.927 2.358
N: 0.733 1.822 2.976
C: -2.069 3.585 2.079
C: -2.428 4.397 0.855
C: -1.569 5.379 0.388
C: -1.902 6.067 -0.771
C: -3.072 5.772 -1.456
C: -3.935 4.797 -0.967
C: -5.200 4.484 -1.726
C: -3.616 4.099 0.193
H: 4.396 3.089 0.015
H: 4.303 4.149 -1.373
H: 4.695 2.447 -1.601
H: 2.728 1.758 -3.342
H: 2.336 0.134 -2.740
H: 0.516 1.380 -4.201
H: 0.312 2.319 -2.712
H: 0.405 -0.606 -2.304
H: -1.028 -0.036 -3.203
H: -0.069 0.996 -0.516
H: -1.429 1.658 -1.365
H: -2.776 -0.305 -0.882
H: -1.342 -1.288 -0.744
H: -2.369 -1.061 1.358
H: -0.770 -0.416 1.436
H: -3.310 1.263 1.071
H: -1.065 2.446 0.564
H: -2.948 3.376 2.678
H: -1.319 4.093 2.675
H: -0.642 5.599 0.896
H: -1.246 6.825 -1.171
H: -3.312 6.298 -2.365
H: -5.094 3.489 -2.159
H: -6.062 4.455 -1.066
H: -5.336 5.166 -2.557
H: -4.288 3.341 0.566
C: 0.931 -4.755 -0.961
N: -0.018 -3.624 -1.148
O: -0.031 -3.062 -2.219
O: -0.728 -3.326 -0.199
H: 1.486 -4.891 -1.882
H: 1.595 -4.495 -0.141
H: 0.345 -5.633 -0.724
C: 4.385 1.797 3.177
N: 5.809 2.196 3.005
O: 6.503 2.314 3.993
O: 6.178 2.372 1.862
H: 4.183 1.674 4.234
H: 3.770 2.584 2.753
H: 4.243 0.863 2.639
C: 4.576 -1.254 -0.844
N: 4.107 -2.390 -1.686
O: 4.780 -3.395 -1.741
O: 3.049 -2.214 -2.258
H: 5.510 -1.534 -0.372
H: 4.708 -0.397 -1.499
H: 3.810 -1.062 -0.105
C: 3.056 -0.882 -6.690
N: 2.082 0.011 -6.004
O: 1.260 -0.496 -5.275
O: 2.176 1.205 -6.222
H: 2.846 -1.903 -6.396
H: 2.926 -0.743 -7.759
H: 4.051 -0.579 -6.378
C: -0.899 2.574 -7.044
N: -1.857 3.455 -6.319
O: -2.649 2.929 -5.565
O: -1.775 4.645 -6.535
H: -1.088 1.548 -6.753
H: -1.065 2.718 -8.108
H: 0.104 2.880 -6.762
C: 1.735 -1.038 2.849
N: 2.643 -2.156 2.461
O: 2.259 -3.289 2.635
O: 3.723 -1.851 1.980
H: 0.823 -1.461 3.252
H: 2.251 -0.440 3.594
H: 1.535 -0.452 1.956
C: -3.131 -7.713 -0.151
N: -1.775 -7.149 -0.376
O: -1.124 -6.832 0.593
O: -1.408 -7.041 -1.533
H: -3.313 -7.744 0.915
H: -3.840 -7.063 -0.651
H: -3.142 -8.709 -0.585
C: -5.567 2.588 3.610
N: -6.415 3.803 3.480
O: -6.371 4.413 2.430
O: -7.095 4.101 4.438
H: -5.020 2.436 2.687
H: -4.890 2.740 4.445
H: -6.241 1.757 3.799
C: -0.275 -8.697 -4.018
N: -0.704 -9.818 -4.898
O: 0.027 -10.782 -4.987
O: -1.768 -9.689 -5.468
H: 0.683 -8.952 -3.580
H: -0.199 -7.807 -4.636
H: -1.032 -8.572 -3.253
C: -5.579 -2.325 2.497
N: -6.355 -1.064 2.361
O: -6.272 -0.452 1.315
O: -7.032 -0.742 3.312
H: -5.035 -2.499 1.576
H: -4.901 -2.208 3.338
H: -6.293 -3.121 2.685
C: 9.338 2.396 2.248
N: 10.761 2.781 2.036
O: 11.468 2.896 3.015
O: 11.115 2.955 0.889
H: 9.165 2.275 3.310
H: 8.717 3.187 1.844
H: 9.172 1.463 1.719
C: 7.099 4.194 6.476
N: 6.581 4.724 7.768
O: 5.386 4.918 7.859
O: 7.395 4.926 8.643
H: 6.266 4.064 5.799
H: 7.810 4.917 6.089
H: 7.584 3.245 6.684
C: -9.002 -6.194 2.371
N: -7.564 -5.852 2.189
O: -6.887 -5.698 3.184
O: -7.165 -5.746 1.047
H: -9.208 -6.251 3.433
H: -9.584 -5.409 1.898
H: -9.173 -7.149 1.884

Properties
- energy above the lowest of the compared OMol25 structures with the same formula, charge and spin (kcal/mol) = 0.0
- HOMO (eV) = -9.024
- gap between HOMO and LUMO (hartree) = 0.310
- F_max (eV/A) = 1.266